This record from the Open Molecules 2025 dataset describes C25H24N2O7 in the gas phase in a non-equilibrium geometry. The level of theory is ωB97M-V/def2-TZVPD.

As for the lowest unoccupied orbital energy: -0.7 eV. As for the gap between HOMO and LUMO: 7.9 eV. As for the energy relative to the best compared isomer or geometry (same formula, charge and spin): 80.5 kcal/mol.

Structure (ORCA input):
```
! wB97M-V def2-TZVPD RIJCOSX def2/J DEFGRID3
* xyz 0 1
C 2.20549 4.69693 -0.12591
C 3.44031 4.33624 -0.94449
C 3.43388 2.88796 -1.43166
C 3.61464 1.88686 -0.28993
O 3.68901 0.54894 -0.75425
C 2.56722 -0.12695 -1.07615
C 2.76971 -1.44100 -1.51566
C 1.70176 -2.25469 -1.80428
C 0.39485 -1.79390 -1.64193
C 0.19247 -0.47074 -1.26950
C 1.26241 0.35799 -0.98733
H 1.06810 1.37624 -0.69196
H -0.80980 -0.07259 -1.20661
C -0.71702 -2.71965 -1.95549
O -0.69934 -3.47242 -2.90542
N -1.82462 -2.70848 -1.13252
C -2.09636 -2.07954 0.07013
C -1.25887 -1.82034 1.09225
C 0.14036 -2.20215 1.22715
C 1.04351 -1.28212 1.75067
C 2.37864 -1.62643 1.88798
C 2.83404 -2.89997 1.56982
C 1.92852 -3.82591 1.08492
C 0.60193 -3.47855 0.89698
H -0.09313 -4.20566 0.50587
H 2.26125 -4.82184 0.83771
H 3.87818 -3.13752 1.69923
N 3.30996 -0.62992 2.34900
O 4.44028 -0.98160 2.60351
O 2.90407 0.51125 2.44639
H 0.72115 -0.29014 2.02851
H -1.66206 -1.23736 1.90781
C -3.54765 -1.72747 0.17813
O -4.34993 -2.04330 -0.66790
O -3.85090 -1.07147 1.29620
C -5.22465 -0.68553 1.46572
C -5.50478 0.62306 0.80844
C -5.69554 0.95250 -0.50232
C -5.88414 2.35517 -0.53050
C -5.79286 2.76975 0.76187
O -5.55921 1.73183 1.57925
H -5.87584 3.73898 1.21204
H -6.06462 2.96286 -1.39286
H -5.70109 0.27646 -1.33255
H -5.37110 -0.60236 2.54347
H -5.86199 -1.46792 1.04100
H -2.65286 -3.11799 -1.56123
H 1.85843 -3.26641 -2.14506
H 3.78438 -1.79271 -1.61353
H 2.82854 1.98099 0.46566
H 4.57775 2.05610 0.19925
H 2.50069 2.68298 -1.96090
H 4.25171 2.73829 -2.13996
H 4.33685 4.51117 -0.34658
H 3.48965 4.99197 -1.81647
H 2.16894 4.12903 0.79999
H 1.29916 4.49706 -0.69433
H 2.22050 5.75402 0.12833
*
```

This record from the Open Molecules 2025 dataset describes 2 unconnected molecules or ions with the total composition C5H7F5N2 in a non-equilibrium geometry. The level of theory is ωB97M-V/def2-TZVPD.

As for the lowest unoccupied orbital energy: 0.8 eV. As for the gap between HOMO and LUMO: 9.4 eV. As for the energy relative to the best compared isomer or geometry (same formula, charge and spin): 30.1 kcal/mol.

Structure (ORCA input):
```
! wB97M-V def2-TZVPD RIJCOSX def2/J DEFGRID3
* xyz 0 1
C -2.97798 -0.36193 -0.80358
C -3.05417 0.54658 0.40099
C -0.73603 0.17404 -0.11061
C 3.32234 0.53264 -0.16669
C 3.17464 -0.75399 0.66066
N -1.48278 -0.51384 -0.97441
N -1.56748 0.71618 0.76056
F 3.97880 0.14584 -1.24405
F 3.95895 1.51677 0.46833
F 4.29912 -1.44250 0.85031
F 2.35064 -1.48236 -0.06638
F 2.62984 -0.51915 1.88632
H -3.45009 -1.34022 -0.53415
H -3.28970 0.12213 -1.69544
H -3.44928 1.53846 0.21870
H -3.68932 0.05699 1.17900
H 2.32452 0.92756 -0.48707
H -1.21677 -0.83264 -1.90917
H -1.12525 0.96944 1.56669
*
```

This record from the Open Molecules 2025 dataset describes 40 unconnected molecules or ions with the total composition H80O40 in a non-equilibrium geometry. The level of theory is ωB97M-V/def2-TZVPD.

As for the lowest unoccupied orbital energy: -0.7 eV. As for the gap between HOMO and LUMO: 9.2 eV. As for the energy relative to the best compared isomer or geometry (same formula, charge and spin): 409.4 kcal/mol.

Structure (ORCA input):
```
! wB97M-V def2-TZVPD RIJCOSX def2/J DEFGRID3
* xyz 0 1
H 1.83168 2.17377 1.22577
H 3.31336 2.82912 1.13242
O 2.63236 2.33457 0.65435
H 3.03958 0.25792 -4.72783
H 2.17456 0.16174 -3.51818
O 2.25205 -0.25020 -4.38286
H -4.86530 1.89794 2.13617
H -5.11576 2.29701 0.63868
O -5.06176 1.62874 1.26040
H -3.04241 3.58158 -1.00275
H -3.43682 4.73434 -1.54758
O -3.44069 4.35863 -0.58818
H 1.96312 1.88816 -5.19028
H 0.48324 2.17323 -4.88963
O 1.23112 2.55769 -5.40818
H -0.28711 5.29021 -2.41450
O 0.43054 5.33587 -1.69388
H 0.44589 -1.43033 1.91304
O 1.12333 -2.16131 2.10883
H -1.22285 -2.79519 4.39243
H -2.79746 -2.13950 4.27393
O -2.01424 -2.46113 3.85273
H 5.89931 2.85651 1.55516
H 5.03944 4.10632 1.79902
O 5.10157 3.37703 1.38180
H -0.52104 -4.48979 3.82116
H 0.78421 -4.90152 4.58268
O 0.02457 -4.32584 4.64561
H 2.06015 -2.26789 0.30001
H 2.25090 -2.59337 -1.13545
O 1.60013 -2.62882 -0.51594
H -3.10093 1.09933 1.76642
O -2.27348 1.64722 1.48835
H -1.23111 -6.16884 0.76662
H -0.91351 -4.80256 0.09453
O -1.26044 -5.65058 -0.02798
H -3.30298 2.88212 -3.81466
H -2.15518 2.83432 -4.90757
O -2.49448 3.29476 -4.03978
H 1.43413 -0.98428 -1.34217
H 1.76144 0.35614 -0.92162
O 1.41743 -0.13995 -1.71436
H 3.75517 -0.88381 -0.20393
H 3.68739 0.18974 0.70114
O 3.12530 -0.51522 0.52934
H -2.07305 0.36962 -0.73604
H -0.77448 1.03968 -0.65065
O -1.19720 0.20957 -0.66067
H 5.47075 1.00631 -2.38194
H 5.24248 2.41757 -1.72242
O 5.77537 1.63462 -1.81874
H -1.73438 -1.26399 0.17623
O -1.87036 -2.11614 -0.13404
H 3.54191 -2.45017 -4.61949
H 2.51264 -1.83682 -3.82910
O 3.25021 -2.44205 -3.66245
H -0.99528 0.08686 4.24605
O -1.14475 0.96146 4.56733
H -6.08479 -2.78953 1.56209
H -4.49611 -2.29140 1.61551
O -5.32214 -2.24859 2.01714
H -3.65852 1.39173 -2.95535
H -2.38849 1.60526 -2.01885
O -3.34980 1.63402 -1.97833
H -2.26391 -2.10492 -3.14008
H -2.29348 -0.69987 -2.53535
O -1.84975 -1.42986 -2.83436
H 0.43042 -1.43594 -6.02017
H 0.86341 -0.32331 -5.21131
O -0.00602 -0.77369 -5.42925
H 4.13565 -3.10417 0.15327
H 3.24156 -4.08817 0.99696
O 4.17937 -3.92875 0.74980
H 0.06934 -4.18927 -1.01307
H 0.72811 -3.57054 -2.27521
O -0.04078 -3.71720 -1.78506
H 2.61330 -1.15789 5.82270
H 1.52192 -0.40058 6.40390
O 2.47063 -0.41421 6.33796
H -0.41050 3.65151 3.33304
H -0.80297 2.77645 2.24397
O -0.13372 3.23187 2.44683
H 1.00482 1.09851 5.07179
H 1.11789 2.10421 6.21225
O 1.33689 1.74102 5.40651
H -0.01710 -4.63884 1.97955
H -0.82706 -3.26154 1.62463
O -0.93384 -4.11112 2.04102
H -3.55192 -1.34671 2.61251
O -3.81736 -0.50997 2.82170
H -2.91091 -3.68973 1.83745
H -2.84440 -4.49322 0.58753
O -3.47156 -3.88956 1.06709
H -2.40371 -2.15190 -0.84843
H -0.07806 5.12908 -0.91759
H -2.10774 0.92793 4.83054
H 1.99772 -1.59297 2.04591
H -2.42165 1.50086 0.49140
H -4.65435 -0.33802 2.37729
O 1.00227 0.29859 2.65258
H 1.77336 0.60945 2.37982
H 0.25357 0.64406 2.26372
O -5.74597 0.34775 -3.45348
H -6.31878 -0.44136 -2.86923
H -6.00410 1.21356 -3.25475
O 5.21483 -0.91325 -0.99948
H 4.99735 -1.22629 -2.00036
H 5.57727 -0.01536 -1.11029
O -1.18562 2.58957 -1.48589
H -1.17412 2.59471 -2.49006
H -0.27594 2.30601 -1.32281
O 3.12348 3.44548 3.94969
H 2.87499 2.65049 3.82059
H 2.44466 3.76406 4.56178
O 2.35190 3.09785 -2.76394
H 1.43596 3.21482 -3.24367
H 2.33930 3.87509 -2.22087
O -0.82266 0.98910 -3.37280
H -0.71249 0.05511 -3.84314
H -0.04787 0.62915 -2.73273
*
```

Calculated total energy across the listed records, respectively: -1603.160625; -803.510551; -3057.104962 Ha.